Entry 1:
Below is a structure of composition C20H24I2N2O2STl, with properties calculated with ωB97M-V with the def2-TZVPD basis set.

Its energy above the lowest of the compared OMol25 structures with the same formula, charge and spin is 70.4 kcal per mole. The calculation puts the HOMO-LUMO gap at 0.1616 Ha. Its total charge is +3. For the LUMO energy, the calculation gives -0.386 Eh. Its spin multiplicity is 1.

```
52
Properties=species:S:1:pos:R:3:nbo_charge:R:1
Tl -0.73 2.85 0.11 0.765
I -0.74 6.33 -0.15 0.201
C 1.15 6.45 0.80 -0.708
I 1.91 4.59 1.48 0.183
H 1.05 7.10 1.66 0.247
H 1.85 6.85 0.08 0.246
N -1.74 3.38 2.33 -0.641
C -2.44 3.74 3.18 0.602
N -3.20 4.17 4.14 -0.452
C -2.63 4.83 5.34 -0.231
C -2.93 3.97 6.56 -0.085
O -4.31 3.71 6.65 -0.498
C -4.79 2.97 5.54 -0.085
C -4.61 3.77 4.26 -0.231
H -3.12 5.81 5.44 0.225
H -1.56 4.98 5.20 0.224
H -2.64 4.50 7.46 0.226
H -2.37 3.03 6.50 0.170
H -5.84 2.77 5.72 0.225
H -4.25 2.02 5.47 0.169
H -5.21 4.68 4.30 0.225
H -4.90 3.19 3.38 0.222
O 1.13 -1.19 -2.18 -0.793
S 0.67 -2.20 -3.12 1.354
C 1.85 -2.47 -4.43 -0.607
C 0.82 -1.63 -5.13 -0.189
C -0.28 -2.24 -5.79 -0.083
C -1.16 -1.48 -6.52 -0.215
C -0.95 -0.10 -6.62 -0.019
C 0.11 0.53 -5.96 -0.210
C 0.98 -0.21 -5.21 -0.087
C 1.16 -4.96 -0.58 -0.048
C 2.46 -5.21 -0.32 -0.192
C 3.09 -6.38 -0.87 -0.029
C 4.37 -6.71 -0.50 -0.240
C 5.04 -5.88 0.41 0.043
C 4.47 -4.72 0.96 -0.231
C 3.19 -4.38 0.60 -0.037
H 1.91 -3.49 -4.79 0.282
H 2.80 -1.99 -4.22 0.292
H -0.41 -3.32 -5.74 0.243
H -1.99 -1.94 -7.03 0.268
H -1.64 0.50 -7.21 0.259
H 0.25 1.60 -6.07 0.262
H 1.81 0.25 -4.69 0.248
H 0.58 -5.59 -1.25 0.227
H 0.64 -4.12 -0.13 0.222
H 2.54 -7.00 -1.56 0.247
H 4.85 -7.59 -0.88 0.270
H 6.05 -6.15 0.71 0.260
H 5.03 -4.12 1.66 0.264
H 2.71 -3.51 1.02 0.241
```

Entry 2:
Below is a cluster of 3 separate species, C13H22F6N3O7S in total in a non-equilibrium geometry, with properties calculated with ωB97M-V with the def2-TZVPD basis set.

The calculation puts the HOMO-LUMO gap at 0.2725 Ha. Its total charge is -1. For the LUMO energy, the calculation gives 0.086 Eh. Its spin multiplicity is 1.

```
52
Properties=species:S:1:pos:R:3:nbo_charge:R:1
N 5.21 -0.51 -0.58 -0.653
C 5.19 0.61 -1.18 0.568
N 5.59 1.76 -0.42 -0.859
N 4.84 0.86 -2.56 -0.701
C 3.53 0.29 -2.94 -0.204
C 2.34 0.81 -2.08 -0.433
C 1.14 -0.19 -2.31 -0.391
C 0.02 -0.07 -1.24 -0.674
S -0.71 1.59 -1.11 2.339
O -0.75 2.28 -2.41 -1.011
O 0.00 2.34 -0.05 -1.045
O -2.15 1.36 -0.64 -1.054
H 4.93 -1.22 -1.27 0.324
H 4.85 2.07 0.19 0.393
H 5.93 2.50 -1.03 0.372
H 5.55 0.46 -3.18 0.368
H 3.58 -0.83 -2.83 0.148
H 3.34 0.56 -4.00 0.202
H 2.00 1.78 -2.50 0.238
H 2.56 0.93 -1.00 0.216
H 0.78 -0.08 -3.35 0.214
H 1.55 -1.23 -2.23 0.183
H -0.81 -0.74 -1.57 0.237
H 0.34 -0.49 -0.26 0.228
C -0.60 3.84 2.36 -0.642
C -1.10 2.73 3.26 -0.080
O -0.51 2.82 4.58 -0.477
C -1.06 3.70 5.41 0.687
O -1.98 4.41 5.15 -0.547
C -0.36 3.63 6.77 0.897
F 0.98 3.61 6.65 -0.312
F -0.71 2.53 7.45 -0.317
F -0.66 4.68 7.54 -0.311
H 0.49 3.84 2.33 0.210
H -0.99 3.72 1.35 0.282
H -0.91 4.82 2.74 0.193
H -0.80 1.77 2.84 0.215
H -2.19 2.73 3.32 0.194
C -5.23 -4.29 -0.46 -0.640
C -4.77 -5.09 -1.66 -0.077
O -3.59 -4.52 -2.24 -0.474
C -2.44 -4.81 -1.63 0.693
O -2.33 -5.50 -0.66 -0.540
C -1.27 -4.16 -2.38 0.899
F -1.52 -2.89 -2.70 -0.298
F -1.00 -4.82 -3.52 -0.316
F -0.14 -4.17 -1.66 -0.301
H -5.37 -3.24 -0.73 0.226
H -6.17 -4.68 -0.08 0.215
H -4.49 -4.31 0.34 0.227
H -5.54 -5.07 -2.44 0.193
H -4.60 -6.14 -1.40 0.194
```